No. 1
# C36H27N6OPS3W

A molecular structure, C36H27N6OPS3W (ωB97M-V/def2-TZVPD, OMol25).

XYZ file:
```
75
Properties=species:S:1:pos:R:3:forces:R:3
W 0.619657 -0.490427 0.776527 -0.2307 0.6488 0.4887
N 2.599971 0.788600 4.570756 0.0079 0.0288 0.0031
C 2.036498 -0.367628 3.880288 0.0162 0.0527 0.0275
S -0.318104 -1.581338 2.930682 0.0522 0.0263 -0.0277
N 2.873947 -0.722468 2.766427 -0.1435 -0.1033 -0.0848
N 2.310060 -1.424522 1.766068 0.2471 -0.0537 0.0666
C 2.992342 -2.425926 1.301023 -0.0811 -0.0146 -0.0758
C 2.537594 -3.392706 0.325300 -0.0135 0.1222 0.0431
C 3.331164 -4.511463 0.053791 -0.0307 -0.0635 -0.0419
C 2.849179 -5.565008 -0.699861 0.0389 0.0632 0.0532
C 1.539681 -5.529145 -1.166659 -0.0570 -0.0118 -0.0257
C 0.739950 -4.425006 -0.926345 0.0686 0.0950 0.0437
C 1.252703 -3.339093 -0.221725 -0.1146 0.0063 0.0337
O 0.504311 -2.225502 -0.079004 0.0856 -0.2249 -0.2484
H 3.534030 0.533963 4.874300 -0.0055 -0.0035 0.0020
H 2.744517 1.516977 3.874865 0.0047 -0.0033 -0.0005
H 3.920495 -2.628958 1.825212 0.0118 0.0029 0.0058
H 4.329722 -4.552728 0.471603 0.0095 0.0075 0.0098
H 3.478767 -6.421141 -0.898213 -0.0006 -0.0177 -0.0070
H 1.138186 -6.366628 -1.722320 -0.0005 -0.0031 -0.0017
H -0.282214 -4.380107 -1.273347 -0.0302 0.0061 -0.0551
N -3.492082 8.827193 2.045599 -0.0223 0.0482 0.0039
C -3.157910 7.728896 2.024447 0.0394 -0.0845 -0.0029
C -2.738565 6.351199 1.998076 -0.0261 0.0718 0.0091
C -3.021387 5.523720 3.082825 -0.0031 0.0049 0.0055
C -2.617393 4.202399 3.060912 0.0184 -0.0234 -0.0174
C -1.939209 3.696114 1.953140 0.0118 0.0002 0.0244
C -1.667380 4.526900 0.866986 -0.0070 0.0281 0.0018
C -2.061655 5.853818 0.889608 0.0075 -0.0174 -0.0121
C -1.481953 2.293006 1.848521 -0.0269 -0.0207 -0.0478
C -0.615718 1.662482 2.848441 -0.0019 0.0025 0.1388
C -0.826090 1.635500 4.294385 0.0515 -0.0670 -0.0310
C -0.165029 0.562677 4.758748 -0.0226 0.0642 -0.0494
C 0.539032 -0.094300 3.635648 0.0091 -0.1121 -0.0066
N 0.237770 0.761804 2.504163 -0.0345 -0.0267 -0.2717
C -1.955431 1.507314 0.858516 -0.0331 0.0853 0.0784
C -3.244917 1.682113 0.203171 0.0633 -0.0694 -0.0267
C -3.615910 0.467204 -0.247047 -0.0759 0.0350 0.0471
C -2.509420 -0.422708 0.003132 -0.0071 -0.0908 0.0089
N -1.527920 0.176095 0.615096 0.1606 -0.1903 -0.0517
H -3.560975 5.919118 3.932020 -0.0025 0.0024 0.0045
H -2.866324 3.558080 3.891824 -0.0049 0.0007 0.0043
H -1.138040 4.121286 0.012680 0.0073 -0.0019 -0.0038
H -1.847834 6.503533 0.052398 0.0005 0.0025 -0.0048
H -1.420616 2.330398 4.860694 -0.0136 0.0076 0.0181
H -0.090953 0.229159 5.780332 -0.0035 -0.0037 0.0358
H 2.001211 -1.187060 4.622467 0.0389 0.0116 -0.0178
H -3.813190 2.596770 0.210372 -0.0163 0.0118 0.0038
H -4.542914 0.186233 -0.717535 -0.0132 -0.0084 -0.0106
H -2.434623 -1.463180 -0.282834 -0.0006 0.0223 0.0239
S -0.494846 2.054227 -1.910358 0.0179 0.0263 -0.0103
P 0.151422 0.190393 -1.716308 0.1376 0.0231 -0.0498
S 2.006620 1.061898 0.322073 -0.0790 -0.1404 0.0170
C 1.641730 -0.133950 -2.732392 -0.0599 0.0488 -0.0200
C 1.600405 0.311086 -4.053435 -0.0262 0.0058 0.0189
C 2.649848 0.042325 -4.914205 0.0237 -0.0033 -0.0200
C 3.748955 -0.681902 -4.469019 0.0016 -0.0010 0.0159
C 3.797292 -1.124773 -3.156856 -0.0018 0.0119 -0.0471
C 2.749203 -0.845276 -2.290076 -0.0066 -0.0673 0.0590
C -1.023226 -0.909231 -2.597273 0.0563 -0.0218 0.0238
C -0.619291 -2.180738 -2.998846 0.0056 -0.0140 0.0206
C -1.496371 -3.018049 -3.667601 -0.0757 -0.0062 -0.0395
C -2.785067 -2.586426 -3.959424 0.0362 -0.0322 -0.0053
C -3.180467 -1.306613 -3.602364 0.0059 0.0325 0.0309
C -2.300995 -0.468744 -2.928931 -0.0059 -0.0037 -0.0366
H 0.744081 0.879923 -4.395806 0.0010 -0.0004 -0.0049
H 2.612337 0.398880 -5.935167 -0.0028 0.0057 -0.0112
H 4.567841 -0.893383 -5.144174 0.0081 -0.0033 -0.0044
H 4.651740 -1.684466 -2.799836 0.0082 -0.0067 0.0107
H 2.817128 -1.178262 -1.263753 -0.0069 -0.0449 -0.0145
H 0.396187 -2.504646 -2.819434 0.0259 -0.0505 0.0653
H -1.171127 -4.002539 -3.979706 0.0157 -0.0031 0.0083
H -3.468961 -3.238504 -4.487232 -0.0002 -0.0050 -0.0074
H -4.169784 -0.952276 -3.862022 -0.0163 0.0089 -0.0033
H -2.581701 0.545545 -2.674021 0.0097 -0.0019 -0.0586
```
Forces are in eV/Å.

Output
orbital gap = 4.76 eV
total energy = -3394.8099 hartree
energy above the lowest of the compared OMol25 structures with the same formula, charge and spin = 4.202 eV

Mulliken population analysis, charges in e, atoms 1 to 6: 2.087, -0.703, -0.015, -0.293, -1.462, 0.916

---

No. 2
# C9H20ClN

2 unconnected molecules or ions with the total composition C9H20ClN in a non-equilibrium geometry (ωB97M-V/def2-TZVPD, OMol25).

XYZ file:
```
31
Properties=species:S:1:pos:R:3:forces:R:3
C 25.407684 7.740242 19.851282 0.1728 -0.3648 -0.1015
C 26.565207 8.032298 18.873020 -0.5780 -0.5746 1.0492
C 27.907391 7.485591 19.358815 -0.5327 -0.4074 0.6566
C 28.937448 7.591918 18.328096 2.0576 1.3277 -0.8036
N 30.258895 6.855434 18.684530 -0.7063 -0.5929 -0.2928
C 31.389236 7.125814 17.646710 0.8082 -0.0129 1.2953
C 31.945130 8.590874 18.045743 -1.3235 -1.6816 -2.2822
C 31.827398 8.570766 19.540733 -0.2029 -0.0231 0.7484
C 30.990219 7.364556 19.945858 -0.0242 -1.4872 -0.2429
C 29.893067 5.320268 18.792325 2.2491 2.1554 0.1669
H 25.167998 6.677767 19.808838 0.1670 -0.2404 0.2172
H 24.481238 8.205652 19.514844 0.1650 0.3925 0.1476
H 25.624723 7.985543 20.890913 -0.0893 0.2465 -0.0272
H 26.622669 9.104132 18.683318 0.1054 -0.1909 -0.6728
H 26.289049 7.375925 18.047786 0.1969 0.8290 -0.8302
H 27.782194 6.418382 19.541804 -0.3380 0.0421 0.7273
H 28.320363 8.034758 20.204972 -0.5450 -0.2497 0.5650
H 29.253449 8.633990 18.279798 -0.2182 0.2225 -0.6320
H 28.580674 7.278726 17.346913 0.4286 -0.1895 -0.0724
H 32.104512 6.347670 17.913120 0.2115 -0.0228 -0.1710
H 31.053299 6.923884 16.629621 -0.2161 0.4990 0.1411
H 32.944691 8.929621 17.773293 0.1848 -1.0064 -0.3493
H 31.324972 9.158286 17.351808 -0.5504 1.0944 1.1305
H 32.820732 8.297190 19.896472 0.0670 0.6426 0.3317
H 31.480315 9.505554 19.980979 0.0784 -0.0924 -0.0165
H 31.609667 6.493693 20.160275 0.6558 0.0899 -0.3134
H 30.500278 7.387174 20.919277 -1.1792 0.6349 -0.5970
H 29.367378 5.265615 19.745620 -0.5373 -0.5558 -0.7147
H 30.848352 4.808038 18.907032 0.0296 -0.0430 0.1008
H 29.505442 5.014416 17.820575 -0.7660 0.0533 0.5499
Cl 28.238417 11.032512 16.799161 0.2294 -0.4943 0.2921
```
Forces are in eV/Å.

Output
orbital gap = 6.30 eV
total energy = -869.7603 hartree
energy above the lowest of the compared OMol25 structures with the same formula, charge and spin = 2.208 eV

Mulliken population analysis, charges in e, atoms 1 to 6: -1.343, -0.333, -0.372, -0.583, 0.158, -0.636

---

No. 3
# C6H4O

C6H4O in the gas phase in a non-equilibrium geometry (ωB97M-V/def2-TZVPD, OMol25).

XYZ file:
```
11
Properties=species:S:1:pos:R:3:forces:R:3
C -2.816842 -0.941841 1.513424 0.3257 0.2183 0.2577
C -1.746984 -0.384641 1.577857 -0.5555 -0.0983 0.4135
C -0.503640 0.178130 1.460682 0.1933 0.1144 0.4788
C 0.597325 0.435380 1.000433 -0.9627 -0.2929 -0.1101
C 0.862846 0.111381 -0.405109 -0.2900 -0.0961 -0.3607
C 1.710523 0.713409 -1.415788 0.1772 0.3321 -0.2457
O 2.026357 -0.544506 -0.828193 0.3047 -0.1436 -0.1826
H -3.762744 -1.437650 1.519797 0.1505 0.0952 -0.0699
H -0.063740 -0.312552 -0.795949 0.3546 -0.1998 -0.2970
H 2.404790 1.516612 -1.206719 -0.0450 0.0198 0.1217
H 1.292108 0.666279 -2.420436 0.3472 0.0511 -0.0059
```
Forces are in eV/Å.

Output
orbital gap = 9.13 eV
SMILES = C#CC#C[C@H]1CO1
total energy = -306.0383 hartree
energy above the lowest of the compared OMol25 structures with the same formula, charge and spin = 4.714 eV

Mulliken population analysis, charges in e, atoms 1 to 6: 0.055, -0.061, -0.190, -0.671, 0.400, -0.294